Entry 1:
{
  "formula": "C20H16Cl3NO9V",
  "method": "ωB97M-V/def2-TZVPD",
  "s2": 0.759,
  "multiplicity": 2,
  "e_homo_ev": [-8.96, -8.98],
  "lumo_ev": [-1.77, -1.58],
  "elements": ["N", "C", "H", "H", "H", "Cl", "C", "C", "C", "O", "H", "C", "C", "O", "O", "O", "H", "H", "H", "O", "C", "C", "H", "C", "O", "H", "C", "C", "C", "H", "C", "C", "H", "O", "Cl", "H", "Cl", "H", "H", "C", "O", "C", "C", "C", "H", "C", "V", "C", "H", "O"],
  "positions_angstrom": [[2.1268, 1.4774, 0.8715], [1.1642, 3.1430, -0.7852], [3.0971, 2.3517, -0.7701], [-2.5150, -2.8355, 4.0172], [-4.1928, 1.0675, -4.4934], [-1.3427, -2.8875, -1.4359], [3.4066, 0.7213, 0.9741], [-3.0404, -3.6007, 2.0917], [2.3735, 2.6423, -0.0071], [1.1727, 4.2449, -1.2741], [-3.3071, -4.2377, 0.0582], [-0.4473, -1.3188, 3.4760], [3.3403, -0.6236, 1.6731], [-0.3260, 2.8425, 3.1041], [-0.4382, 1.3071, 1.4844], [0.2041, 2.2673, -0.9223], [-3.7776, 0.9029, -2.0572], [4.1444, 1.3602, 1.4782], [2.2241, 2.8454, 2.5107], [1.0721, -0.1166, -1.6139], [-3.2000, 0.8556, -4.1195], [-2.3000, -2.8240, 2.9560], [1.9366, 1.1517, 2.9386], [-2.9772, 0.7664, -2.7706], [-0.0237, -1.2016, 0.6236], [4.3723, -0.9588, 1.8038], [0.6762, -0.0275, -2.7930], [-0.8935, 0.4004, -4.5959], [-2.1535, 0.6723, -5.0392], [-0.0838, 0.2505, -5.2985], [-0.9762, -1.9838, 1.0960], [-1.7274, -2.8139, 0.2511], [1.7373, -1.5919, 1.1183], [2.6766, -1.5829, 0.8867], [-2.4875, 0.7893, -6.7355], [-0.8720, -1.3573, 4.4971], [-4.3314, -4.5911, 2.6934], [2.9003, -0.5509, 2.6702], [2.8088, 3.4755, 0.5483], [-1.6871, 0.5038, -2.2792], [-1.5159, 0.3734, -0.9870], [0.2127, 2.1203, 2.3202], [-2.7466, -3.6104, 0.7368], [-1.2599, -2.0335, 2.4731], [3.7582, 0.5413, -0.0417], [1.7105, 1.9300, 2.2100], [0.0747, 0.5416, -0.0660], [-0.6362, 0.3195, -3.2094], [1.4130, -0.2595, -3.5682], [0.6559, -0.8572, 3.3003]]
}

***

Entry 2:
{
  "formula": "C43H39BrEuN2O3P2",
  "method": "ωB97M-V/def2-TZVPD",
  "s2": 15.762,
  "multiplicity": 8,
  "e_homo_ev": [-5.48, -7.20],
  "lumo_ev": [-0.14, -0.15],
  "elements": ["C", "C", "H", "C", "H", "C", "H", "C", "N", "H", "C", "H", "H", "C", "H", "C", "C", "C", "C", "C", "H", "H", "H", "P", "C", "H", "Br", "C", "H", "P", "H", "C", "H", "C", "C", "H", "C", "C", "C", "H", "C", "C", "H", "H", "H", "H", "C", "H", "H", "C", "H", "O", "C", "C", "H", "H", "Eu", "H", "C", "C", "C", "H", "H", "N", "H", "C", "C", "H", "C", "C", "C", "O", "C", "H", "C", "H", "H", "H", "H", "C", "H", "H", "C", "C", "O", "C", "C", "H", "C", "H", "C"],
  "positions_angstrom": [[0.1252, -0.3532, 3.5361], [0.8075, -2.7359, -3.5935], [4.5107, -0.7005, 2.0456], [1.3631, -0.9820, 3.4910], [0.4487, 9.5890, 0.4467], [1.0720, 7.7034, -0.3579], [-5.4460, -7.2616, 0.0309], [0.3920, 3.2990, 0.2171], [3.7249, 2.0002, -0.1436], [-6.8449, -2.6719, -1.1157], [1.8092, 3.2102, 0.1224], [0.7584, -4.7175, -2.7983], [-0.7571, -0.0644, -2.2285], [4.2790, 0.6356, 0.1427], [4.2544, 2.7883, 0.2303], [-0.4149, 4.3484, 0.4623], [-2.8295, -2.8607, 0.3694], [1.6125, -1.9506, 2.5232], [0.6526, -2.2383, 1.5485], [2.9450, -1.4973, -1.8041], [4.9332, -2.1035, -2.2341], [7.7812, -0.0558, 3.1641], [-1.2920, 8.6000, 1.8847], [-3.8934, -2.7636, -1.1834], [-5.8428, 0.3833, 0.6604], [-4.7533, 1.9621, -2.1221], [-0.4796, 1.5343, 0.1382], [8.2635, 1.3278, 1.5992], [-3.9100, -0.3136, -2.5925], [-1.7310, -1.4159, 0.0805], [-1.7653, -0.0912, 2.5544], [6.5324, 1.7190, -0.0013], [1.8080, 8.1439, -1.0122], [3.9305, -2.3615, -2.5797], [7.4433, 0.4494, 2.2740], [2.3764, 4.1108, 0.3593], [0.4625, -3.6907, -2.6521], [-7.4890, -4.6420, -0.5717], [0.8740, 6.3355, -0.3620], [-3.7500, -5.5430, -0.4202], [-0.8136, -0.6089, 2.5515], [7.8142, 1.9592, 0.4485], [-3.4148, -2.6876, 1.2760], [-5.9993, 2.4017, -0.0365], [3.8972, -2.1719, -3.6490], [0.8200, -3.0767, 0.8727], [-4.9229, 1.1652, -1.4129], [-8.5369, -4.3931, -0.6321], [-5.5557, -1.6845, 1.1082], [-0.0960, 5.7614, 0.4644], [-2.2945, -3.8069, 0.4576], [5.3874, -0.6919, 2.4944], [-0.8699, 6.6003, 1.2763], [0.4009, -1.4226, -3.4194], [-0.1076, 0.3486, 4.3226], [0.6138, -0.6847, -4.1792], [1.6770, -0.3967, -0.1805], [2.5271, -2.5301, 2.5595], [5.6835, 0.8506, 0.6789], [0.3048, 8.5204, 0.4577], [6.1495, 0.1880, 1.8175], [-0.5554, -4.1163, -0.8311], [-6.3955, 0.5754, 1.5694], [2.4027, 2.0907, -0.1394], [1.3669, -3.0204, -4.4696], [-4.8002, -5.2821, -0.4430], [-0.2659, -3.3430, -1.5276], [6.1755, 2.2039, -0.8995], [-5.1870, -3.9761, -0.7366], [-7.0992, -5.9295, -0.2433], [-4.4476, -0.1073, -1.6763], [3.4064, -0.0526, 0.9255], [-5.6211, 1.4113, -0.2426], [8.4540, 2.6324, -0.0999], [-0.3282, -1.0628, -2.2903], [2.1186, -0.7585, 4.2292], [-1.4495, 4.1193, 0.6807], [4.3718, 0.1526, -0.8756], [3.7570, -3.4187, -2.3679], [-0.5462, -1.5087, 1.5152], [-7.8424, -6.6857, -0.0428], [-1.6209, 6.1633, 1.9178], [-0.6689, 7.9650, 1.2736], [-6.5400, -3.6702, -0.8335], [2.4389, -2.0899, -0.8130], [-4.6604, -1.1438, -0.7722], [-5.7529, -6.2512, -0.1937], [1.4281, 5.7154, -1.0505], [-0.6606, -2.0193, -1.3144], [9.2596, 1.5269, 1.9618], [-5.3653, -0.8890, 0.4008]]
}

***

Record order is preserved below.
Relative energy (zero: lowest compared OMol25 entry of this formula, charge and spin): 1.40; 13.92 kcal per mole
Record order is preserved below.
Strongest force on any atom: 1.3; 7.1 eV Å⁻¹
Record order is preserved below.
E: -3828.368981; -5964.132418 Ha